Formula: C61H85F9O10SSi
Source: OMol25
Level of theory: ωB97M-V/def2-TZVPD

XYZ file:
```
167
Properties=species:S:1:pos:R:3:lowdin_charge:R:1
C -4.367 2.856 -7.906 0.070
C -3.119 2.381 -7.463 -0.080
C -2.921 2.257 -5.998 -0.174
C -3.539 3.196 -5.155 0.046
C -3.394 3.098 -3.793 -0.050
C -2.594 2.072 -3.270 -0.073
C -1.990 1.149 -4.083 0.029
C -2.143 1.217 -5.463 -0.196
S -1.376 -0.039 -6.461 0.771
O -2.407 -0.619 -7.279 -0.261
O -0.837 -1.034 -5.582 -0.252
C 0.024 0.631 -7.499 -0.440
F 1.146 0.462 -6.771 0.130
F -0.080 1.957 -7.727 0.113
C 0.158 -0.179 -8.819 -0.371
F 0.099 -1.500 -8.530 0.150
F -0.862 0.050 -9.667 0.160
C 1.501 0.041 -9.589 -0.338
F 2.566 -0.434 -8.929 0.177
F 1.399 -0.681 -10.729 0.160
C 1.792 1.521 -10.011 -0.524
F 2.484 2.157 -9.062 0.172
F 0.715 2.206 -10.387 0.188
F 2.602 1.465 -11.090 0.163
C -2.442 1.993 -1.770 -0.254
O -2.086 0.984 -1.194 0.121
C -2.731 3.279 -1.019 -0.058
C -2.168 3.420 0.243 0.037
C -2.328 4.559 1.006 -0.174
C -1.705 4.795 2.377 -0.149
C -1.092 3.554 3.054 -0.204
C 0.186 2.991 2.358 -0.204
C 1.370 2.702 3.303 -0.210
C 1.284 1.336 4.033 -0.205
C 0.036 1.161 4.914 -0.216
C -0.009 -0.182 5.686 -0.243
C -0.722 -1.265 4.806 -0.253
Si -1.564 -2.613 5.839 0.601
C -2.567 -1.932 7.296 -0.175
C -0.160 -3.678 6.559 -0.166
C -2.593 -3.801 4.765 -0.252
C -2.063 -4.166 3.528 -0.101
C -2.756 -5.040 2.697 -0.085
C -3.960 -5.543 3.165 -0.111
C -4.501 -5.188 4.384 -0.097
C -3.821 -4.289 5.209 -0.095
C -3.130 5.583 0.476 0.011
C -3.734 5.469 -0.761 -0.182
C -4.610 6.608 -1.284 -0.030
C -3.527 4.313 -1.530 -0.045
C -4.108 4.111 -2.905 -0.239
O -5.092 4.678 -3.339 0.107
H -5.144 2.156 -8.234 0.080
H -4.588 3.930 -7.904 0.075
H -2.292 2.141 -8.140 0.096
H -4.157 3.983 -5.583 0.129
H -1.391 0.359 -3.625 0.138
H -1.585 2.576 0.605 0.108
H -2.529 5.136 3.030 0.120
H -1.008 5.647 2.323 0.128
H -0.783 3.873 4.065 0.104
H -1.863 2.789 3.226 0.110
H 0.464 3.616 1.495 0.114
H -0.098 2.017 1.918 0.105
H 1.569 3.509 4.025 0.110
H 2.269 2.631 2.663 0.105
H 1.353 0.508 3.306 0.116
H 2.193 1.266 4.659 0.107
H -0.852 1.185 4.264 0.085
H -0.057 2.030 5.587 0.110
H 0.984 -0.519 5.996 0.095
H -0.663 -0.026 6.560 0.088
H -1.506 -0.826 4.163 0.077
H 0.033 -1.703 4.130 0.077
H -1.854 -1.750 8.117 0.032
H -3.294 -2.683 7.631 0.017
H -3.033 -0.964 7.062 0.032
H 0.493 -3.061 7.193 0.028
H -0.637 -4.498 7.118 0.040
H 0.377 -4.132 5.711 0.010
H -1.096 -3.775 3.202 0.101
H -2.367 -5.322 1.720 0.104
H -4.511 -6.252 2.541 0.102
H -5.455 -5.570 4.749 0.102
H -4.240 -3.979 6.163 0.086
H -3.285 6.490 1.065 0.127
H -5.563 6.174 -1.602 0.077
H -4.839 7.271 -0.437 0.077
H -4.138 7.166 -2.100 0.093
C 3.896 1.224 8.994 -0.172
C 2.866 2.010 9.791 -0.173
C 1.708 2.092 8.808 -0.201
O 1.767 0.908 8.004 -0.161
C 3.017 0.248 8.227 -0.205
H 4.645 0.728 9.610 0.112
H 4.413 1.889 8.297 0.114
H 2.567 1.441 10.675 0.114
H 3.215 2.989 10.118 0.112
H 1.810 2.957 8.144 0.117
H 0.738 2.147 9.303 0.118
H 2.823 -0.656 8.815 0.118
H 3.450 -0.047 7.270 0.116
C 2.598 -7.335 3.492 -0.172
C 3.008 -7.365 4.958 -0.171
C 2.425 -6.059 5.471 -0.202
O 1.252 -5.797 4.688 -0.179
C 1.225 -6.684 3.565 -0.202
H 2.577 -8.317 3.020 0.111
H 3.285 -6.699 2.927 0.113
H 2.531 -8.210 5.461 0.116
H 4.083 -7.439 5.114 0.112
H 3.123 -5.227 5.325 0.123
H 2.157 -6.105 6.526 0.104
H 0.441 -7.428 3.741 0.119
H 0.975 -6.124 2.663 0.114
C 1.151 5.151 -8.291 -0.176
C 2.340 6.072 -8.521 -0.166
C 1.748 7.433 -8.185 -0.200
O 0.740 7.209 -7.193 -0.134
C 0.476 5.806 -7.097 -0.198
H 1.428 4.115 -8.106 0.082
H 0.486 5.178 -9.158 0.119
H 3.141 5.828 -7.817 0.107
H 2.748 6.022 -9.530 0.114
H 1.269 7.884 -9.060 0.118
H 2.491 8.132 -7.798 0.117
H 0.902 5.447 -6.153 0.104
H -0.602 5.636 -7.077 0.116
C 3.423 4.816 -4.299 -0.178
C 4.500 3.951 -3.662 -0.170
C 4.069 3.946 -2.203 -0.204
O 2.642 4.066 -2.196 -0.140
C 2.189 4.418 -3.506 -0.215
H 3.308 4.657 -5.371 0.099
H 3.648 5.873 -4.132 0.118
H 4.452 2.938 -4.071 0.114
H 5.511 4.327 -3.807 0.112
H 4.483 4.805 -1.664 0.117
H 4.361 3.035 -1.680 0.117
H 1.703 3.539 -3.945 0.114
H 1.456 5.223 -3.437 0.116
C -2.911 -4.883 -9.728 -0.173
C -2.871 -3.691 -8.781 -0.174
C -4.165 -2.977 -9.128 -0.207
O -5.094 -3.984 -9.548 -0.142
C -4.395 -5.216 -9.748 -0.210
H -2.291 -5.720 -9.408 0.111
H -2.582 -4.577 -10.725 0.113
H -2.902 -4.037 -7.745 0.121
H -1.993 -3.060 -8.902 0.094
H -4.023 -2.280 -9.962 0.118
H -4.580 -2.426 -8.284 0.112
H -4.660 -5.894 -8.929 0.116
H -4.714 -5.668 -10.689 0.114
C 4.969 -7.557 10.395 -0.174
C 4.197 -6.323 10.839 -0.174
C 3.773 -5.725 9.507 -0.203
O 3.615 -6.819 8.597 -0.156
C 4.171 -8.003 9.180 -0.203
H 5.045 -8.328 11.160 0.112
H 5.981 -7.273 10.095 0.114
H 3.316 -6.623 11.413 0.114
H 4.781 -5.634 11.448 0.112
H 4.544 -5.059 9.106 0.118
H 2.836 -5.170 9.575 0.117
H 3.343 -8.659 9.469 0.118
H 4.782 -8.521 8.441 0.116
```

Output
HOMO-LUMO gap	6.28	eV
E_LUMO	-0.064	Eh
M	1209.476	g/mol